49
Properties=species:S:1:pos:R:3:forces:R:3:nbo_charge:R:1 method="wB97M-V/def2-TZVPD" gap_ev=4.62 fmax_ev_per_a=9.16 total_charge=-1 e_lumo_ev=0.0375
B 4.192 -2.839 3.789 0.2 0.1 -1.1 -0.417
C 3.978 -2.763 2.146 -0.6 -0.9 -0.1 -0.613
C 2.408 -2.587 1.852 0.8 0.0 -1.6 -0.408
C 1.919 -1.057 1.865 0.0 -0.2 0.1 -0.428
C 1.405 -0.545 3.312 0.2 -2.2 -0.7 -0.503
S -0.482 -0.429 3.180 -0.2 -1.0 -0.4 0.170
C -0.940 -2.152 2.692 0.1 0.0 -1.1 0.323
N -1.571 -2.669 1.523 3.0 0.2 6.0 -0.294
N -1.574 -4.030 1.781 1.9 -1.3 4.3 -0.292
C -0.962 -4.312 3.050 -1.4 2.7 -3.5 0.235
O -0.545 -3.101 3.664 -2.2 -1.2 -3.8 -0.424
H 4.021 -1.755 4.261 0.0 0.8 0.5 -0.082
H 5.276 -3.288 4.019 0.8 0.0 0.3 -0.061
H 3.399 -3.602 4.267 -0.7 -0.5 0.2 -0.078
H 4.629 -1.972 1.629 -1.1 -0.9 0.5 0.175
H 4.307 -3.792 1.731 -0.5 1.5 0.3 0.177
H 2.216 -2.977 0.775 0.0 0.7 1.5 0.175
H 1.819 -3.281 2.544 0.7 1.2 -0.7 0.200
H 1.066 -0.977 1.095 1.3 0.2 1.2 0.199
H 2.772 -0.379 1.526 -1.0 -1.0 0.4 0.214
H 1.586 -1.404 4.061 0.0 1.7 -1.0 0.266
H 1.876 0.430 3.661 -1.1 -1.2 -0.4 0.243
H -0.768 -5.301 3.565 -0.3 1.6 -0.9 0.227
O -1.023 2.659 -0.272 -4.2 -0.6 1.6 -0.864
P -1.961 2.309 -1.435 6.8 0.4 -6.1 2.347
O -1.052 1.056 -2.020 -0.7 0.1 0.6 -0.796
C -1.005 -0.151 -1.267 0.1 -0.6 0.2 -0.078
C -2.306 -0.921 -1.385 -0.1 -0.1 -0.1 -0.636
O -1.393 3.534 -2.406 -1.0 0.2 0.3 -0.831
C -1.197 4.830 -1.849 0.5 0.1 0.0 -0.059
C 0.290 5.111 -1.738 0.2 0.0 0.0 -0.629
O -3.127 1.967 -2.642 -1.3 -0.1 3.6 -0.802
C -2.990 2.257 -4.028 -0.3 0.4 -0.9 -0.038
C -2.011 1.355 -4.753 0.5 0.0 0.2 -0.636
H -0.772 0.062 -0.219 0.0 0.0 -0.1 0.199
H -0.187 -0.751 -1.671 0.0 0.2 0.0 0.190
H -3.133 -0.360 -0.937 0.0 0.0 0.1 0.191
H -2.231 -1.885 -0.879 0.0 0.2 0.1 0.246
H -2.564 -1.090 -2.433 0.1 0.0 0.0 0.199
H -1.692 4.925 -0.879 0.1 -0.1 0.0 0.182
H -1.661 5.557 -2.523 0.0 -0.1 -0.1 0.165
H 0.803 4.331 -1.173 -0.2 0.1 0.1 0.229
H 0.471 6.073 -1.251 0.0 0.0 0.0 0.203
H 0.747 5.131 -2.732 -0.1 0.1 0.1 0.203
H -2.771 3.312 -4.201 0.2 -0.1 0.2 0.188
H -3.982 2.092 -4.461 -0.1 -0.1 0.3 0.175
H -0.980 1.587 -4.482 -0.1 -0.1 0.0 0.228
H -2.106 1.486 -5.835 -0.2 0.1 0.1 0.206
H -2.192 0.306 -4.512 0.0 0.1 0.0 0.214


47
Properties=species:S:1:pos:R:3:forces:R:3:mulliken_charge:R:1 method="wB97M-V/def2-TZVPD" gap_ev=7.23 fmax_ev_per_a=0.61 total_charge=-1 e_lumo_ev=2.5511
N -0.706 -0.944 -0.689 0.0 0.2 0.2 -0.593
C -0.372 0.206 0.187 0.0 0.1 -0.1 0.531
C 1.062 0.690 -0.021 0.0 0.1 0.0 -0.598
C 1.322 2.121 0.485 0.1 -0.1 0.0 -0.537
C 0.488 3.206 -0.230 0.1 0.0 0.0 -1.230
In -1.304 3.977 0.823 -0.1 -0.5 -0.4 0.816
Br -0.481 6.091 2.150 0.0 0.0 0.1 -0.627
C -2.030 2.652 2.473 -0.2 0.2 0.2 -1.244
C -3.135 1.650 2.184 0.0 -0.2 0.4 -0.262
O -3.903 1.973 1.010 0.2 0.1 -0.3 -0.310
C -4.419 0.893 0.311 -0.2 0.0 0.1 -0.517
C -4.372 1.163 -1.184 0.1 0.1 -0.1 0.794
F -4.972 2.305 -1.535 0.0 -0.1 0.1 -0.271
F -5.013 0.157 -1.837 0.1 0.0 0.1 -0.313
F -3.117 1.199 -1.668 -0.2 0.0 0.1 -0.214
H -0.513 -1.820 -0.216 0.0 0.0 0.0 0.229
H -1.697 -0.924 -0.897 0.0 -0.1 0.0 0.194
H -1.053 1.028 -0.069 0.1 -0.2 0.0 -0.289
H -0.541 -0.041 1.246 0.0 0.2 -0.1 0.066
H 1.259 0.653 -1.105 0.0 0.1 0.2 0.354
H 1.769 -0.001 0.461 -0.1 0.0 -0.1 0.185
H 2.400 2.308 0.346 -0.2 0.0 0.1 0.356
H 1.155 2.155 1.574 0.0 -0.1 -0.2 0.296
H 1.118 4.090 -0.408 -0.2 -0.2 0.0 0.398
H 0.176 2.847 -1.225 0.1 0.1 0.2 0.330
H -2.548 4.469 -0.319 0.1 0.1 0.1 -0.401
H -1.196 2.102 2.929 0.0 0.1 -0.1 0.270
H -2.376 3.364 3.236 0.1 -0.1 -0.2 0.504
H -3.844 1.595 3.030 0.1 -0.1 -0.2 0.361
H -2.717 0.641 2.053 0.0 0.1 -0.1 0.211
H -3.842 -0.026 0.489 -0.1 0.0 -0.1 0.269
H -5.477 0.695 0.560 0.2 0.0 0.0 0.325
C 1.638 -3.730 -1.802 0.0 -0.1 0.0 -1.229
C 2.398 -2.487 -1.375 0.0 0.0 -0.1 -0.120
O 2.917 -2.555 -0.055 0.0 0.0 0.0 -0.358
C 3.844 -3.589 0.198 0.0 0.0 0.0 -0.362
C 5.102 -3.521 -0.652 0.0 0.0 0.0 -1.047
H 0.822 -3.936 -1.107 0.0 0.0 0.0 0.282
H 1.213 -3.574 -2.793 0.0 0.0 0.0 0.371
H 2.276 -4.616 -1.848 0.0 0.0 0.0 0.359
H 1.719 -1.637 -1.371 0.0 0.0 0.0 0.197
H 3.195 -2.261 -2.093 0.0 0.0 0.0 0.240
H 3.370 -4.573 0.093 0.0 0.0 0.0 0.293
H 4.107 -3.474 1.250 0.0 0.0 0.0 0.335
H 4.889 -3.658 -1.713 0.0 0.0 0.0 0.275
H 5.796 -4.307 -0.349 0.0 0.0 0.0 0.392
H 5.594 -2.555 -0.527 0.0 0.0 0.0 0.291


47
Properties=species:S:1:pos:R:3:forces:R:3:nbo_charge:R:1 method="wB97M-V/def2-TZVPD" gap_ev=5.97 fmax_ev_per_a=2.68 total_charge=+1 e_lumo_ev=-6.1734
C -2.135 0.837 0.187 0.5 0.2 -0.1 -0.722
C -2.766 2.027 -0.503 0.0 0.1 0.1 0.809
O -2.587 2.310 -1.653 -0.2 -0.1 0.0 -0.557
O -3.571 2.745 0.328 0.0 -0.7 0.1 -0.551
C -4.932 2.969 -0.121 -0.1 0.4 -0.2 -0.530
Si -6.043 2.323 1.263 0.1 0.2 0.4 1.430
O -7.602 2.173 0.725 0.3 -0.2 -0.2 -1.236
Si -8.138 1.262 -0.527 -0.3 0.1 -0.1 1.328
Br -7.627 -0.864 -0.182 0.1 -0.1 0.0 -0.333
H -1.251 0.546 -0.389 -0.2 0.0 0.1 0.208
H -1.840 1.079 1.210 -0.2 0.0 -0.1 0.236
H -2.839 0.000 0.192 0.0 0.2 0.1 0.248
H -5.079 4.043 -0.283 0.0 -0.2 -0.1 0.224
H -5.110 2.463 -1.076 0.1 0.1 0.1 0.221
H -5.476 1.041 1.734 -0.1 0.0 -0.1 -0.208
H -6.050 3.277 2.383 0.0 0.0 0.0 -0.190
H -9.592 1.380 -0.630 0.0 0.0 0.1 -0.174
H -7.474 1.665 -1.778 0.0 0.0 0.0 -0.203
C 3.934 -0.696 -1.973 -0.1 -0.2 0.0 -0.638
C 3.573 0.039 -0.669 0.1 0.0 -1.3 0.101
C 4.618 -0.185 0.443 0.0 -0.1 0.4 -0.398
C 4.643 -1.591 1.026 0.0 -0.1 -0.2 -0.420
C 3.269 -2.020 1.524 0.2 0.3 0.2 -0.409
C 2.163 -1.927 0.456 -0.6 -1.0 -0.9 0.107
N 2.280 -0.485 -0.048 1.8 -0.2 2.0 0.362
O 1.676 0.308 0.577 -1.2 0.5 -0.5 -0.115
C 2.376 -2.971 -0.645 0.1 0.2 -0.2 -0.639
C 0.775 -2.145 1.035 -0.1 0.4 0.4 -0.635
C 3.409 1.520 -0.969 -0.2 0.1 0.3 -0.631
H 4.364 0.020 -2.669 0.0 0.0 0.0 0.252
H 4.665 -1.486 -1.820 0.0 0.0 0.0 0.227
H 3.062 -1.125 -2.462 0.0 0.1 0.0 0.235
H 4.421 0.535 1.243 0.0 0.0 0.0 0.225
H 5.580 0.078 0.002 0.0 0.0 0.0 0.254
H 5.025 -2.306 0.295 0.0 0.0 0.0 0.217
H 5.344 -1.612 1.860 0.0 0.0 0.0 0.256
H 3.279 -3.059 1.853 0.0 0.0 0.0 0.255
H 2.976 -1.410 2.383 0.0 0.0 0.0 0.226
H 1.693 -2.815 -1.479 0.0 0.0 0.0 0.234
H 2.159 -3.946 -0.213 0.0 0.0 0.0 0.250
H 3.390 -3.006 -1.029 0.0 0.0 0.0 0.228
H 0.564 -1.492 1.880 0.0 0.0 0.0 0.239
H 0.717 -3.168 1.400 0.0 0.0 -0.1 0.250
H -0.003 -1.999 0.286 0.0 0.0 -0.1 0.238
H 2.608 1.692 -1.689 0.0 0.0 -0.1 0.242
H 4.346 1.867 -1.398 0.0 0.0 0.0 0.248
H 3.207 2.110 -0.077 0.0 0.0 0.0 0.238


46
Properties=species:S:1:pos:R:3:forces:R:3:nbo_charge:R:1 method="wB97M-V/def2-TZVPD" gap_ev=8.30 fmax_ev_per_a=13.53 relative_energy_ev=6.7307 smiles=CCN(CC)CC.ClCCCl.ClCCCl.ClCCCl e_lumo_ev=0.4117
Cl 1.158 -4.893 1.932 0.4 0.6 0.2 -0.035
C 0.578 -5.457 0.381 -0.2 6.1 -3.9 -0.369
C 1.657 -5.435 -0.793 -4.5 2.8 -1.0 -0.345
Cl 1.980 -3.678 -1.129 0.4 -0.5 0.0 -0.092
H -0.386 -4.883 0.035 1.8 -1.2 0.9 0.219
H 0.443 -6.387 0.552 -1.8 -6.4 0.9 0.190
H 1.340 -5.842 -1.812 0.2 0.2 1.8 0.237
H 2.433 -5.898 -0.372 3.7 -1.6 1.0 0.200
Cl -5.176 -3.345 -1.765 1.1 0.6 0.9 -0.075
C -4.288 -2.353 -0.492 0.2 -1.3 -0.7 -0.369
C -4.726 -2.687 0.874 -2.0 -0.2 0.9 -0.415
Cl -4.336 -4.343 1.424 0.2 -0.2 -0.3 -0.061
H -4.493 -1.378 -0.732 -1.7 2.5 -0.3 0.223
H -3.247 -2.212 -0.611 1.6 -1.5 -0.5 0.215
H -5.882 -2.673 0.734 1.9 0.3 1.3 0.238
H -4.242 -2.076 1.697 -1.1 -0.1 -1.3 0.246
Cl -0.102 0.323 2.923 -0.2 0.2 0.0 -0.119
C 0.270 -1.272 2.122 -5.4 -0.9 11.0 -0.282
C -0.972 -2.076 2.077 -1.2 1.7 3.5 -0.335
Cl -1.487 -2.798 3.678 0.1 0.7 0.3 -0.102
H 1.059 -1.540 2.703 2.1 -1.8 1.2 0.231
H 0.453 -1.037 1.296 3.5 3.4 -12.6 0.175
H -0.867 -2.967 1.674 0.9 -3.8 -3.1 0.216
H -1.868 -1.587 1.727 0.2 0.5 -0.3 0.214
C -0.893 3.605 0.599 0.9 -1.2 0.0 -0.634
C 0.297 4.229 -0.190 0.3 -1.0 -0.6 -0.210
N 1.138 3.354 -1.067 -0.2 -2.5 1.2 -0.450
C 1.794 3.942 -2.289 -8.3 -1.6 1.1 -0.245
C 2.298 5.169 -2.023 8.9 6.0 -3.3 -0.609
C 2.052 2.510 -0.208 1.9 1.5 -0.3 -0.235
C 2.693 1.297 -0.927 -5.8 -0.3 2.3 -0.616
H -1.429 3.144 -0.182 -1.1 -1.0 -0.9 0.207
H -1.655 4.281 1.054 1.2 -0.1 0.0 0.221
H -0.576 2.740 1.285 -0.4 1.6 -0.7 0.217
H 1.001 4.588 0.484 1.0 1.5 1.7 0.163
H -0.029 5.023 -0.824 -0.5 0.7 -0.2 0.189
H 1.005 4.455 -2.905 -1.0 -2.8 -0.5 0.197
H 2.293 3.177 -2.759 1.4 -1.2 -1.3 0.214
H 2.032 5.773 -1.245 -0.9 0.8 2.4 0.227
H 2.292 6.001 -2.933 -0.2 -2.2 1.8 0.186
H 3.408 4.921 -2.010 -0.4 1.6 0.9 0.197
H 1.650 2.277 0.767 -1.4 -0.8 -0.3 0.210
H 2.911 3.057 0.304 -0.2 0.5 -1.2 0.148
H 3.384 1.519 -1.618 1.6 1.1 -3.5 0.202
H 1.746 0.665 -1.183 2.2 0.7 -0.4 0.206
H 3.308 0.785 -0.269 0.7 -1.3 1.9 0.210


45
Properties=species:S:1:pos:R:3:forces:R:3:nbo_charge:R:1 method="wB97M-V/def2-TZVPD" gap_ev=4.70 fmax_ev_per_a=3.08 e_lumo_ev=-0.7852
C 0.658 2.175 -2.200 -0.2 -0.1 -0.6 -0.602
C 1.357 0.952 -2.807 -0.2 0.3 0.6 -0.396
C 2.227 0.132 -1.821 -0.2 0.0 -0.8 -0.420
C 1.673 -1.277 -1.502 1.1 0.2 -0.1 -0.217
N 1.231 -1.529 -0.130 -0.6 0.2 -0.1 -0.656
C -0.114 -1.206 0.286 -0.1 0.3 0.0 0.310
C -1.131 -0.877 -0.789 -0.4 -0.3 -0.4 -0.536
C -1.711 -2.067 -1.543 -0.3 0.4 -0.3 0.043
F -0.768 -3.067 -1.799 0.1 -0.1 0.2 -0.383
N -0.632 -2.410 1.075 0.3 0.0 0.2 -0.535
C -1.949 -2.160 1.722 -0.3 -0.8 1.1 -0.256
C -1.872 -0.936 2.616 -0.5 0.4 -0.4 -0.092
O -1.310 0.156 1.952 -0.1 0.0 -0.4 -0.484
C -0.063 -0.109 1.380 0.6 -0.2 0.9 0.272
N 0.537 1.091 0.892 -0.2 0.0 0.5 -0.645
C 0.099 2.295 1.645 0.3 1.3 -1.4 -0.296
C 1.227 3.317 1.546 0.3 -0.6 0.2 -0.612
H 0.321 2.835 -3.000 0.0 0.0 -0.1 0.208
H 1.341 2.751 -1.584 0.0 0.0 0.2 0.204
H -0.231 1.913 -1.636 0.1 0.1 0.4 0.223
H 0.606 0.280 -3.229 0.0 0.0 -0.2 0.178
H 1.950 1.309 -3.647 0.2 -0.2 0.0 0.205
H 3.172 -0.018 -2.343 0.2 -0.1 0.1 0.207
H 2.470 0.689 -0.922 -0.2 0.0 0.1 0.220
H 0.971 -1.559 -2.285 -0.3 -0.1 0.2 0.189
H 2.527 -1.938 -1.643 -0.1 -0.3 0.1 0.208
H 1.530 -2.427 0.214 0.2 -0.1 -0.2 0.367
H -0.744 -0.174 -1.518 0.4 0.1 0.2 0.278
H -1.979 -0.355 -0.339 0.1 0.2 0.1 0.282
H -2.559 -2.538 -1.045 0.1 -0.1 0.2 0.156
H -2.094 -1.708 -2.496 0.1 -0.1 -0.1 0.197
H 0.045 -2.507 1.840 0.0 -0.1 0.0 0.423
H -0.580 -3.280 0.541 -0.2 0.2 -0.3 0.444
H -2.146 -3.022 2.362 0.0 -0.1 0.0 0.224
H -2.771 -2.122 1.022 0.3 0.3 -0.5 0.236
H -2.902 -0.652 2.829 0.0 0.1 0.1 0.242
H -1.399 -1.141 3.583 0.4 -0.1 -0.1 0.180
H 0.582 -0.540 2.192 -0.1 -0.2 -0.1 0.107
H 1.528 0.986 1.084 0.1 -0.1 -0.3 0.359
H -0.854 2.731 1.122 2.4 -1.2 1.4 0.247
H -0.045 2.115 2.712 -0.5 -0.2 0.0 0.163
H 2.083 2.939 2.123 0.1 0.2 0.0 0.171
H 1.574 3.451 0.523 -0.1 0.2 -0.1 0.197
H 0.939 4.272 1.975 -0.1 0.1 -0.1 0.229
I -2.794 3.230 1.039 -2.5 0.6 -0.4 -0.839